The following is a quantum chemistry calculation of a molecular structure, C19H14CoIN4O2, from the OMol25 dataset.

Computed properties:
LUMO energy (alpha / beta): -0.75 / -0.75 eV
DFT total energy: -2782.46695 hartree
net charge: 0
Kohn-Sham gap (alpha / beta): 6.74 / 6.74 eV

```
41
Properties=species:S:1:pos:R:3:forces:R:3:mulliken_charge:R:1
Co -0.01888 -0.02760 0.14522 0.0 0.1 0.0 -1.3044
O 1.22020 -3.78050 0.32940 0.0 0.0 0.0 -0.7738
C 1.04449 -2.57497 0.23350 0.0 0.0 0.0 0.7407
N -0.09115 -1.87660 0.10357 0.0 0.0 0.0 0.6189
C -1.39097 -2.41357 0.05682 0.0 0.0 0.0 0.2917
C -1.75184 -3.74672 0.19465 0.0 0.0 0.0 -0.6343
C -3.09759 -4.08679 0.11347 0.0 0.0 0.0 -0.5548
C -4.06311 -3.11553 -0.10150 0.0 0.0 0.0 -0.5857
C -3.70927 -1.77843 -0.24219 0.0 0.0 0.0 -0.5772
C -2.36847 -1.42987 -0.16233 0.0 0.0 0.0 -0.0765
N -1.82007 -0.13871 -0.25515 0.0 0.0 0.0 0.2380
C -2.50072 0.98430 -0.53383 0.0 0.0 0.0 0.6590
O -3.66700 1.12892 -0.86172 0.0 0.0 0.0 -0.7551
C -1.60663 2.19076 -0.35238 0.0 0.0 0.0 0.4676
C -2.10475 3.47113 -0.49215 0.0 0.0 0.0 -0.7105
C -1.27668 4.54279 -0.20905 0.0 0.0 0.0 -0.2766
C 0.01581 4.29153 0.22629 0.0 0.0 0.0 -1.1674
C 0.43872 2.97982 0.33110 0.0 0.0 0.0 0.2066
N -0.34212 1.94458 0.02231 0.0 0.0 0.0 0.3378
C 2.23265 -1.63794 0.19637 0.0 0.0 0.0 0.3589
C 3.52251 -2.13167 0.21403 0.0 0.0 0.0 -0.7355
C 4.57850 -1.24409 0.09898 0.0 0.0 0.0 -0.2962
C 4.30183 0.10682 -0.04493 0.0 0.0 0.0 -0.9482
C 2.98240 0.52054 -0.04304 0.0 0.0 0.0 0.1854
N 1.96191 -0.32704 0.09255 0.0 0.0 0.0 0.1565
H -0.99172 -4.49384 0.35980 0.0 0.0 0.0 0.4752
H -3.38898 -5.12364 0.22108 0.0 0.0 0.0 0.3837
H -5.10694 -3.39560 -0.16066 0.0 0.0 0.0 0.3839
H -4.45211 -1.01588 -0.41515 0.0 0.0 0.0 0.4641
H -3.13550 3.58129 -0.79819 0.0 0.0 0.0 0.5029
H -1.63664 5.55866 -0.30320 0.0 0.0 0.0 0.4278
H 0.68893 5.09380 0.49236 0.0 0.0 0.0 0.4118
H 1.42628 2.75032 0.70480 0.0 0.0 0.0 0.4649
H 3.65191 -3.20085 0.30601 0.0 0.0 0.0 0.5132
H 5.60073 -1.59819 0.10701 0.0 0.0 0.0 0.4297
H 5.09015 0.83680 -0.15980 0.0 0.0 0.0 0.4126
H 2.73630 1.56434 -0.16843 0.0 0.0 0.0 0.3602
I -1.69911 0.65559 3.04924 0.0 0.0 0.0 -0.0315
C 0.08963 0.09101 2.04558 0.0 0.0 0.0 -1.0434
H 0.38494 -0.86501 2.46842 0.0 0.0 0.0 0.5013
H 0.82355 0.85504 2.29933 0.0 0.0 0.0 0.4789
```
Positions in Å, forces in eV/Å.



The following is a quantum chemistry calculation of a molecular structure, C15H30BKN3O9P, from the OMol25 dataset.

Computed properties:
LUMO energy: -1.82 eV
DFT total energy: -2397.02486 hartree
net charge: 0
Kohn-Sham gap: 5.50 eV

```
60
Properties=species:S:1:pos:R:3:forces:R:3:mulliken_charge:R:1
C 6.31226 -0.14710 1.23143 0.0 -0.4 -1.0 -1.0661
C 5.05636 -0.50828 0.26957 0.7 0.4 0.5 -0.3820
N 3.83398 0.17985 0.79244 0.5 -1.2 0.4 0.3187
C 2.58726 -0.26422 0.02814 0.0 1.7 0.0 -0.4678
C 1.72888 1.06055 -0.29018 1.1 -0.7 0.5 -0.8377
B 0.08118 0.82358 -0.28841 1.5 2.2 1.1 1.2186
C -0.39904 2.02268 0.76302 -0.1 0.2 -1.4 -1.0589
N -1.87556 2.31167 0.68420 0.6 1.5 1.1 0.0709
C -2.11626 3.42997 1.67762 0.6 0.3 -0.3 -0.9195
O -0.38959 0.97209 -1.70183 -1.1 -2.7 -1.0 -0.6363
C -0.42968 -0.42988 -2.08447 0.4 -0.1 1.3 0.2791
P -0.82687 -0.88490 -3.86588 -0.5 4.0 -4.4 1.1328
O -0.84950 0.37936 -4.75865 0.0 -3.7 2.4 -0.7049
O 0.43774 -1.88010 -4.48156 -1.6 0.6 2.5 -0.5920
O -2.29880 -1.71488 -4.07110 2.4 0.4 0.1 -0.5077
C -1.19749 -1.10622 -0.85171 0.3 0.0 1.3 1.6260
C -1.23788 -2.74445 -0.89713 0.6 -0.4 -0.3 -1.0936
N 0.08645 -3.36415 -1.22794 -0.7 -0.2 0.0 -0.4978
C -2.69282 -0.72462 -0.43203 -0.9 0.0 0.5 -1.4750
C -3.46312 0.36635 -1.27245 -0.6 0.9 -3.4 -0.0091
O -3.34087 0.64786 -2.46607 0.2 -1.3 4.5 -0.4337
O -4.50792 1.10072 -0.56156 -0.1 -2.9 1.2 -0.2691
C -5.27059 0.20535 0.25307 -1.1 -1.9 0.0 0.7059
C -5.22179 0.47293 1.84820 -0.6 -0.8 -0.6 -0.7998
O -5.91293 -0.76647 -0.21529 2.6 3.6 1.5 -0.5587
O -0.41616 -0.49181 0.22365 -1.0 -2.3 -1.3 -0.6511
C 3.65765 -0.02133 2.24119 -0.3 -1.5 1.7 0.4315
C 3.19869 1.26967 3.09039 0.3 -0.2 -0.2 -0.7991
O 3.82268 -1.11736 2.84410 -0.3 3.5 -2.2 -0.5893
H 6.32707 -0.86146 2.12617 0.1 1.2 -1.3 0.2605
H 6.26470 0.95699 1.56518 -0.1 -1.8 -0.5 0.2553
H 7.26713 -0.26945 0.59539 -1.4 0.1 1.2 0.3603
H 5.25887 -0.10280 -0.79114 -0.4 -0.5 1.7 0.3750
H 4.88328 -1.63309 0.18106 0.5 1.2 0.2 0.3052
H 2.06566 -1.01251 0.71134 0.3 0.8 -1.4 0.1430
H 2.90922 -0.69913 -0.98341 -0.3 0.2 1.7 0.2114
H 2.07560 1.54874 -1.27920 -0.4 -0.9 1.4 0.1150
H 2.01485 1.82644 0.52781 -0.4 -1.2 -1.2 0.2256
H 0.14067 2.98048 0.39140 -0.5 -1.3 1.0 0.4108
H -0.04848 1.73738 1.82777 -0.7 0.6 -1.5 -0.0986
H -2.01330 2.76637 -0.23769 0.1 -0.7 0.6 0.2464
H -1.22697 4.16729 1.62290 -1.3 -0.9 0.2 0.2995
H -2.09510 2.98574 2.72613 -0.4 0.7 -1.3 0.2279
H -3.05338 4.02689 1.42622 1.0 -1.0 0.6 0.2976
H 0.65459 -0.83137 -1.97266 -1.5 0.3 -0.1 -0.5522
H 1.05337 -2.12007 -3.74713 -0.5 0.2 -0.8 0.3291
H -2.51253 -1.62928 -5.03568 0.3 0.1 1.1 0.3173
H -2.01108 -3.09902 -1.68340 0.8 0.9 1.2 0.2798
H -1.58361 -3.18093 0.12266 2.8 0.7 -4.5 0.6197
H 0.22388 -4.25365 -0.72860 -0.1 0.7 -0.3 0.2508
H 0.12891 -3.60255 -2.22900 -0.1 0.2 0.7 0.2241
H -3.32435 -1.71434 -0.38754 0.5 2.1 -1.0 0.7249
H -2.65952 -0.34600 0.68010 0.2 -0.3 -2.2 0.3416
H -4.17209 0.29664 2.27467 -1.4 0.8 -0.9 0.1702
H -5.89659 -0.31802 2.34617 0.9 1.3 -1.0 0.2916
H -5.64207 1.50083 2.08858 0.9 -1.2 -0.3 0.3099
H 3.82463 2.19464 2.82527 -1.0 -1.4 0.1 0.2333
H 3.35130 1.07591 4.20082 -0.2 0.0 -1.5 0.3931
H 2.09138 1.49478 2.91209 1.6 -0.3 0.0 -0.0320
K -2.65228 -2.96233 1.44292 -2.1 0.5 3.4 1.0293
```
Positions in Å, forces in eV/Å.